# C60H76N5O3

A gas-phase ion, C60H76N5O3 (charge +1) (ωB97M-V/def2-TZVPD, the Open Molecules 2025 dataset).

Results
LUMO level = -3.0 eV
Charge = +1
HOMO-LUMO gap = 7.00 eV

Structure (XYZ):
```
144
Properties=species:S:1:pos:R:3:mulliken_charge:R:1
C -2.25 6.58 -2.57 -0.936
N -2.30 5.16 -2.33 0.317
C -3.50 4.49 -2.40 0.080
O -4.59 5.02 -2.62 -0.701
C -3.22 3.00 -2.23 0.316
C -3.78 2.23 -3.42 -0.499
C -5.30 2.15 -3.44 0.808
C -6.01 2.51 -4.59 -0.441
C -7.41 2.51 -4.60 -0.635
C -8.11 2.13 -3.44 -0.499
C -7.41 1.70 -2.31 -0.673
C -6.00 1.70 -2.32 -0.194
N -1.76 2.99 -2.00 1.168
C -1.06 1.81 -1.90 -0.829
C 0.05 1.59 -1.14 0.666
C 0.98 0.40 -1.19 0.465
C 2.28 1.06 -1.81 0.982
C 2.89 2.00 -1.00 -0.048
C 3.94 2.79 -1.51 -0.964
N 3.97 4.10 -0.97 1.125
O 4.86 4.89 -1.32 -0.644
O 3.03 4.41 -0.17 -0.597
C 4.65 2.37 -2.65 -0.694
C 4.11 1.34 -3.40 -1.013
C 2.91 0.72 -3.02 -0.506
C -1.12 4.31 -2.22 0.461
C -0.31 4.31 -3.54 -1.434
C -0.28 4.78 -1.02 -1.319
H -3.28 6.95 -2.55 0.398
H -1.66 7.09 -1.81 0.269
H -1.80 6.79 -3.56 0.345
H -3.73 2.67 -1.30 -0.055
H -3.47 2.73 -4.35 0.321
H -3.36 1.21 -3.46 0.124
H -5.46 2.82 -5.48 0.362
H -7.95 2.81 -5.50 0.375
H -9.20 2.16 -3.43 0.368
H -7.94 1.35 -1.42 0.381
H -5.44 1.36 -1.45 0.219
H -1.48 1.01 -2.54 0.413
H 0.45 2.46 -0.62 -0.472
H 0.56 -0.31 -1.92 -0.269
H 2.54 2.23 0.00 0.539
H 5.56 2.90 -2.94 0.514
H 4.61 1.04 -4.32 0.461
H 2.47 -0.05 -3.67 0.431
H -0.94 3.93 -4.36 0.270
H 0.01 5.33 -3.80 0.493
H 0.58 3.68 -3.46 0.155
H -0.61 4.24 -0.13 0.167
H 0.80 4.64 -1.18 0.029
H -0.47 5.85 -0.83 0.533
C -1.21 1.98 1.42 -1.060
C -1.08 1.75 2.90 2.539
C -1.38 3.05 3.65 -2.027
C -2.16 0.72 3.26 -1.673
C 0.39 1.33 3.11 -0.089
C 1.41 2.30 3.06 -0.216
C 2.65 2.03 3.64 -1.401
C 2.87 0.82 4.30 -0.110
C 1.92 -0.20 4.24 -0.667
C 2.02 -1.41 5.22 2.191
C 2.29 -2.67 4.40 -1.522
C 0.75 -1.55 6.09 -1.506
C 3.15 -1.31 6.25 -2.182
C 0.84 0.01 3.29 -0.046
N 0.33 -1.02 2.41 1.714
C -0.55 -2.05 2.98 -1.476
C -0.58 -3.10 1.93 0.868
N 0.15 -2.52 0.80 1.698
C 0.21 -3.33 -0.39 -2.015
C -0.80 -3.15 -1.37 0.693
C -1.96 -2.10 -1.36 2.201
C -2.06 -1.50 -2.77 -1.882
C -1.82 -0.97 -0.38 -0.439
C -3.28 -2.78 -1.01 -1.838
C -0.85 -4.05 -2.44 -0.414
C 0.05 -5.08 -2.57 -1.561
C 0.98 -5.31 -1.56 -0.246
C 1.08 -4.47 -0.46 0.774
C 2.16 -4.94 0.58 2.068
C 3.35 -5.62 -0.13 -1.865
C 1.55 -5.98 1.53 -1.842
C 2.79 -3.80 1.36 -0.924
C 0.52 -1.23 1.06 -0.891
C 1.39 -0.32 0.08 0.913
C 2.60 -1.16 -0.36 0.857
C 2.51 -2.01 -1.48 0.718
C 3.66 -2.62 -1.97 -1.118
C 4.91 -2.30 -1.40 -1.012
C 5.00 -1.40 -0.33 -1.255
C 3.83 -0.86 0.22 0.042
H -0.83 1.08 0.92 0.053
H -2.24 2.15 1.09 0.589
H -0.60 2.84 1.12 -0.505
H -1.29 2.88 4.73 0.475
H -0.69 3.85 3.36 0.281
H -2.40 3.39 3.44 0.492
H -1.96 0.23 4.23 0.199
H -3.13 1.22 3.34 0.664
H -2.29 -0.03 2.47 0.136
H 1.22 3.27 2.61 0.278
H 3.44 2.78 3.63 0.433
H 3.80 0.68 4.85 0.417
H 3.32 -2.68 4.04 0.507
H 2.10 -3.59 4.98 0.371
H 1.65 -2.71 3.51 0.429
H 0.83 -0.88 6.95 0.461
H -0.18 -1.29 5.57 0.211
H 0.66 -2.57 6.49 0.298
H 2.98 -0.48 6.94 0.464
H 3.18 -2.23 6.85 0.408
H 4.14 -1.19 5.78 0.467
H -0.18 -2.38 3.96 0.544
H -1.56 -1.67 3.17 0.772
H -0.08 -4.02 2.23 -0.758
H -1.61 -3.35 1.62 0.380
H -2.43 -2.23 -3.50 0.804
H -2.78 -0.66 -2.79 -0.006
H -1.08 -1.14 -3.12 0.380
H -1.88 -1.30 0.67 -0.089
H -0.88 -0.46 -0.55 -1.023
H -2.60 -0.21 -0.52 0.837
H -3.23 -3.19 0.00 0.318
H -4.09 -2.04 -1.04 0.448
H -3.52 -3.58 -1.72 0.377
H -1.63 -3.94 -3.19 0.460
H 0.03 -5.73 -3.45 0.452
H 1.63 -6.18 -1.67 0.331
H 3.69 -5.04 -1.00 0.318
H 4.21 -5.71 0.55 0.364
H 3.10 -6.64 -0.46 0.555
H 0.67 -5.61 2.06 0.344
H 1.24 -6.87 0.97 0.411
H 2.29 -6.30 2.28 0.452
H 2.05 -3.10 1.74 -0.867
H 3.39 -4.19 2.20 1.066
H 3.46 -3.22 0.72 -0.043
H 1.70 0.43 0.82 -0.866
H 1.54 -2.18 -1.99 -0.005
H 3.56 -3.33 -2.81 0.517
H 5.80 -2.76 -1.81 0.435
H 5.96 -1.12 0.11 0.492
H 3.83 -0.13 1.05 0.341
```



# C60H78N3O3S2

7 unconnected molecules or ions with the total composition C60H78N3O3S2 (ωB97M-V/def2-TZVPD, the Open Molecules 2025 dataset).

Results
LUMO level = -4.8 eV
Charge = +1
HOMO-LUMO gap = 5.43 eV

Structure (XYZ):
```
146
Properties=species:S:1:pos:R:3:mulliken_charge:R:1
C 8.07 -4.65 -2.19 -1.141
C 6.75 -4.41 -1.34 -0.229
C 5.55 -5.36 -1.73 -0.578
C 4.36 -5.38 -0.70 -0.452
N 3.97 -4.05 -0.18 -0.030
O 2.59 -3.90 -0.07 -0.317
C 2.00 -3.48 -1.26 0.559
O 1.16 -4.19 -1.75 -0.597
C 2.39 -2.19 -2.05 0.669
C 2.84 -2.40 -3.46 -0.780
C 3.22 -1.29 -4.31 -0.660
N 3.19 -0.02 -3.77 0.253
C 2.79 0.26 -2.47 -0.681
O 2.83 1.60 -2.12 -0.402
C 4.24 1.86 -1.79 -0.617
C 4.67 3.35 -2.04 0.303
C 5.46 3.81 -0.72 -1.484
C 5.72 3.50 -3.24 0.108
C 5.89 5.04 -3.65 -1.355
C 7.17 2.99 -2.87 -1.315
C 2.34 -0.80 -1.55 0.830
C 1.85 -0.43 -0.12 0.391
C 2.67 -1.10 1.07 -0.238
C 1.63 -1.85 2.02 -0.422
S 1.06 -0.85 3.46 -0.063
C 2.47 -0.39 4.55 -0.371
S 2.99 1.18 4.48 -0.135
N 3.14 -1.27 5.47 0.226
C 3.66 -2.49 4.83 -0.526
C 5.00 -2.11 4.07 -0.897
C 2.33 -1.54 6.70 -0.436
C 3.00 -0.72 7.91 -0.999
H 8.64 -3.68 -2.15 0.337
H 7.87 -4.87 -3.27 0.312
H 8.67 -5.44 -1.66 0.304
H 6.41 -3.35 -1.59 0.113
H 6.92 -4.42 -0.23 0.349
H 5.97 -6.41 -1.75 0.372
H 5.14 -5.19 -2.76 0.181
H 3.49 -5.94 -1.17 0.187
H 4.67 -6.02 0.18 0.356
H 4.42 -3.28 -0.68 0.143
H 2.85 -3.44 -3.86 0.522
H 3.53 -1.44 -5.36 0.411
H 3.46 0.77 -4.37 0.319
H 4.40 1.61 -0.70 0.103
H 4.95 1.20 -2.36 0.585
H 3.80 4.01 -2.27 0.516
H 6.09 2.96 -0.32 0.362
H 6.18 4.64 -0.95 0.371
H 4.71 4.17 0.02 0.365
H 5.40 2.96 -4.18 0.253
H 4.95 5.49 -4.05 0.378
H 6.65 5.07 -4.49 0.390
H 6.34 5.64 -2.82 0.268
H 7.78 3.80 -2.38 0.317
H 7.19 2.08 -2.21 0.338
H 7.73 2.73 -3.82 0.366
H 0.73 -0.58 -0.05 -0.670
H 2.00 0.68 -0.02 0.589
H 3.18 -0.32 1.71 0.493
H 3.48 -1.76 0.68 -0.054
H 0.70 -2.13 1.45 0.339
H 2.10 -2.84 2.31 0.073
H 2.92 -3.04 4.19 0.279
H 3.97 -3.21 5.65 0.552
H 5.74 -2.95 4.08 0.375
H 4.79 -1.70 3.04 0.054
H 5.47 -1.28 4.67 0.305
H 1.25 -1.29 6.56 0.291
H 2.40 -2.63 7.01 0.461
H 3.41 -1.41 8.69 0.290
H 2.30 0.05 8.31 0.283
H 3.90 -0.18 7.48 0.289
C -2.91 -2.69 1.87 -0.644
C -2.54 -1.52 2.52 -0.195
C -3.46 -0.49 2.70 -0.490
C -4.76 -0.64 2.22 -0.107
C -5.13 -1.81 1.57 -0.800
C -4.21 -2.84 1.40 -0.185
H -2.19 -3.48 1.74 0.461
H -1.52 -1.41 2.89 0.398
H -3.16 0.42 3.20 0.410
H -5.48 0.16 2.36 0.383
H -6.15 -1.93 1.21 0.443
H -4.50 -3.75 0.89 0.355
C -7.12 0.60 -0.92 -0.074
C -6.75 1.77 -0.27 0.120
C -7.67 2.80 -0.10 -0.853
C -8.97 2.65 -0.57 -0.443
C -9.35 1.48 -1.22 -0.419
C -8.42 0.46 -1.40 -0.665
H -6.40 -0.19 -1.06 0.350
H -5.74 1.89 0.11 0.405
H -7.38 3.71 0.40 0.432
H -9.69 3.45 -0.44 0.398
H -10.36 1.37 -1.59 0.372
H -8.71 -0.45 -1.91 0.384
C -1.69 2.81 -2.47 -0.710
C -3.08 2.78 -2.58 -0.384
C -3.81 1.79 -1.92 -0.394
C -3.15 0.83 -1.16 -0.076
C -1.76 0.86 -1.05 -0.979
C -1.03 1.85 -1.71 -0.121
H -1.13 3.58 -2.98 0.405
H -3.59 3.53 -3.16 0.367
H -4.88 1.76 -2.01 0.352
H -3.71 0.06 -0.65 0.378
H -1.25 0.12 -0.46 0.514
H 0.05 1.87 -1.63 0.475
C -4.89 5.06 5.28 -0.348
C -4.79 4.61 3.97 -0.590
C -4.98 3.26 3.68 -0.022
C -5.28 2.37 4.70 -0.207
C -5.38 2.82 6.01 -0.554
C -5.19 4.16 6.30 -0.422
H -4.75 6.11 5.51 0.363
H -4.57 5.31 3.18 0.376
H -4.89 2.91 2.66 0.401
H -5.42 1.32 4.47 0.256
H -5.61 2.12 6.81 0.375
H -5.26 4.51 7.33 0.367
C -1.40 -8.72 -0.10 -0.406
C -0.52 -7.77 -0.60 -0.613
C -0.78 -6.42 -0.44 -0.192
C -1.92 -6.01 0.25 -0.253
C -2.80 -6.96 0.76 -0.338
C -2.54 -8.32 0.58 -0.514
H -1.19 -9.78 -0.23 0.375
H 0.38 -8.09 -1.13 0.373
H -0.10 -5.68 -0.84 0.498
H -2.12 -4.96 0.38 0.358
H -3.69 -6.65 1.30 0.387
H -3.23 -9.05 0.98 0.372
C -4.57 8.23 -5.69 -0.335
C -5.88 8.19 -5.24 -0.381
C -6.42 7.00 -4.75 -0.406
C -5.63 5.85 -4.70 -0.351
C -4.32 5.90 -5.15 -0.212
C -3.79 7.08 -5.65 -0.494
H -4.16 9.15 -6.08 0.357
H -6.49 9.08 -5.27 0.355
H -7.44 6.97 -4.40 0.360
H -6.04 4.93 -4.32 0.399
H -3.70 5.00 -5.12 0.380
H -2.76 7.11 -6.01 0.345
```



# C60H80N10O15

15 unconnected molecules or ions with the total composition C60H80N10O15 (ωB97M-V/def2-TZVPD, the Open Molecules 2025 dataset).

Results
LUMO level = 0.4 eV
HOMO-LUMO gap = 8.29 eV

Structure (XYZ):
```
165
Properties=species:S:1:pos:R:3:mulliken_charge:R:1
C 23.57 -13.67 -18.24 -0.676
C 23.38 -14.62 -19.40 0.182
C 22.24 -14.10 -20.33 0.503
O 22.79 -14.26 -21.64 -0.330
C 24.07 -14.66 -21.54 0.554
O 24.77 -14.95 -22.46 -0.571
O 24.49 -14.62 -20.27 -0.342
H 22.76 -13.72 -17.52 0.219
H 23.70 -12.64 -18.60 -0.208
H 24.51 -13.85 -17.71 0.401
H 23.08 -15.60 -19.01 0.400
H 22.11 -13.04 -20.10 -0.315
H 21.29 -14.62 -20.22 0.186
C 24.32 -10.53 -20.37 0.473
C 23.89 -9.93 -19.04 2.135
C 23.49 -8.46 -19.08 1.362
O 22.27 -8.39 -18.35 0.974
C 21.85 -9.62 -18.05 -0.639
O 20.86 -9.90 -17.46 0.216
O 22.65 -10.54 -18.64 0.036
H 25.34 -10.20 -20.56 0.249
H 23.68 -10.21 -21.19 -0.892
H 24.28 -11.62 -20.33 -0.505
H 24.61 -10.09 -18.22 -0.921
H 23.33 -8.22 -20.13 -0.939
H 24.26 -7.81 -18.68 -1.114
C 23.50 -9.19 -23.76 -0.788
C 23.39 -7.70 -23.46 0.196
C 22.11 -7.03 -23.96 -0.421
O 21.80 -6.12 -22.90 -0.450
C 22.46 -6.48 -21.78 -0.152
O 22.26 -6.06 -20.69 -0.241
O 23.34 -7.47 -22.06 0.512
H 22.57 -9.70 -23.50 -0.114
H 24.31 -9.68 -23.23 -0.039
H 23.60 -9.36 -24.84 0.718
H 24.26 -7.20 -23.89 0.298
H 21.30 -7.75 -24.12 0.102
H 22.24 -6.48 -24.89 0.454
C 19.16 -6.56 -19.29 -1.396
C 19.19 -6.22 -17.83 1.191
C 20.57 -5.89 -17.30 0.855
O 20.45 -4.70 -16.53 -0.452
C 19.24 -4.15 -16.78 0.479
O 18.87 -3.09 -16.42 -0.564
O 18.56 -4.93 -17.66 -0.508
H 19.64 -7.53 -19.47 -0.029
H 19.71 -5.79 -19.84 0.505
H 18.17 -6.50 -19.74 0.508
H 18.71 -6.89 -17.11 -0.032
H 21.27 -5.69 -18.11 -0.229
H 20.99 -6.73 -16.75 -0.396
C 17.50 -9.97 -18.25 -0.451
C 16.28 -10.14 -19.20 0.208
C 16.61 -9.70 -20.64 0.673
O 16.46 -10.91 -21.37 -0.343
C 16.01 -11.90 -20.59 0.569
O 15.87 -13.02 -20.95 -0.517
O 15.96 -11.49 -19.29 -0.361
H 17.69 -8.93 -17.99 0.362
H 18.40 -10.27 -18.79 -0.337
H 17.42 -10.63 -17.39 0.275
H 15.51 -9.46 -18.81 0.332
H 17.64 -9.33 -20.61 -0.752
H 15.92 -8.97 -21.05 0.330
N 24.26 -5.25 -13.31 -0.004
C 23.16 -6.07 -13.31 -1.212
C 23.06 -6.66 -14.54 -0.600
C 24.16 -6.22 -15.33 0.433
C 24.87 -5.35 -14.54 -1.069
H 24.64 -4.71 -12.56 0.187
H 22.54 -6.11 -12.43 0.459
H 22.25 -7.30 -14.83 0.752
H 24.34 -6.45 -16.36 0.529
H 25.73 -4.74 -14.73 0.465
N 27.15 -8.46 -16.66 0.194
C 27.74 -9.64 -17.00 -1.291
C 27.68 -9.81 -18.37 -1.025
C 27.06 -8.65 -18.88 0.734
C 26.70 -7.86 -17.81 -0.835
H 27.02 -8.07 -15.75 0.269
H 28.13 -10.31 -16.24 0.530
H 28.19 -10.65 -18.82 0.639
H 27.02 -8.35 -19.92 0.452
H 26.14 -6.94 -17.84 0.315
N 21.84 -12.78 -24.83 0.063
C 22.75 -12.27 -23.96 -0.135
C 23.96 -12.27 -24.58 -0.521
C 23.78 -12.81 -25.88 -0.756
C 22.45 -13.18 -25.99 -0.699
H 20.85 -12.84 -24.64 0.200
H 22.45 -11.89 -23.00 0.458
H 24.88 -11.85 -24.20 0.563
H 24.54 -13.02 -26.61 0.409
H 21.93 -13.75 -26.74 0.443
N 19.69 -12.80 -17.89 1.102
C 18.77 -13.37 -18.73 -0.463
C 18.69 -14.71 -18.47 -0.868
C 19.54 -14.96 -17.36 -1.089
C 20.11 -13.77 -17.00 -0.582
H 19.99 -11.84 -17.82 -0.170
H 18.38 -12.79 -19.55 0.357
H 18.04 -15.41 -18.97 0.502
H 19.70 -15.93 -16.92 0.438
H 20.81 -13.55 -16.21 0.751
N 17.91 -10.70 -13.51 0.026
C 19.20 -11.17 -13.61 -0.900
C 19.81 -10.47 -14.62 -0.152
C 18.87 -9.57 -15.15 -0.186
C 17.69 -9.74 -14.46 -1.030
H 17.23 -10.99 -12.84 0.177
H 19.56 -11.95 -12.96 0.416
H 20.83 -10.64 -14.93 0.592
H 19.08 -8.93 -15.99 0.439
H 16.71 -9.30 -14.51 0.440
N 29.93 -8.08 -23.17 0.046
C 29.93 -9.18 -22.36 -0.854
C 28.64 -9.44 -22.01 -0.450
C 27.81 -8.49 -22.66 0.140
C 28.65 -7.66 -23.37 -1.074
H 30.72 -7.62 -23.58 0.181
H 30.85 -9.62 -22.02 0.409
H 28.27 -10.23 -21.38 0.605
H 26.75 -8.40 -22.52 0.640
H 28.37 -6.85 -24.03 0.406
N 26.88 -4.37 -18.76 0.154
C 25.60 -4.06 -18.38 -1.258
C 24.75 -4.91 -19.05 0.292
C 25.52 -5.62 -19.99 -0.366
C 26.84 -5.26 -19.81 -1.190
H 27.74 -3.93 -18.49 0.225
H 25.40 -3.30 -17.65 0.499
H 23.69 -5.07 -18.93 0.604
H 25.17 -6.40 -20.65 0.601
H 27.74 -5.63 -20.26 0.501
N 19.09 -8.85 -23.10 0.363
C 18.91 -10.19 -23.34 -1.783
C 19.69 -10.90 -22.45 -0.815
C 20.47 -9.93 -21.77 1.873
C 19.99 -8.69 -22.09 -2.523
H 18.54 -8.16 -23.58 0.263
H 18.14 -10.50 -24.02 0.422
H 19.71 -11.97 -22.31 0.966
H 21.25 -10.15 -21.05 0.083
H 20.16 -7.67 -21.75 0.828
N 24.07 -12.72 -14.42 0.092
C 23.29 -11.68 -13.98 -0.994
C 23.75 -10.51 -14.56 -1.170
C 24.77 -10.88 -15.45 0.895
C 24.95 -12.22 -15.35 -1.375
H 23.94 -13.70 -14.23 0.239
H 22.57 -11.76 -13.18 0.510
H 23.44 -9.50 -14.32 0.635
H 25.37 -10.18 -16.01 0.460
H 25.66 -12.90 -15.80 0.761
N 29.42 -14.34 -18.78 0.020
C 28.59 -14.17 -19.85 -1.162
C 27.49 -13.47 -19.40 -0.447
C 27.76 -13.11 -18.08 0.390
C 28.94 -13.69 -17.67 -1.442
H 30.28 -14.84 -18.84 0.181
H 28.86 -14.55 -20.82 0.471
H 26.67 -13.07 -19.98 0.667
H 27.10 -12.50 -17.48 0.860
H 29.48 -13.63 -16.74 0.445
```